{"formula": "C42H31MnN9", "method": "ωB97M-V with the def2-TZVPD basis set", "max_force_ev_per_a": 1.17, "multiplicity": 2, "gap_ev": [6.322, 6.309], "charge": 2, "lumo_ha": [-0.280, -0.278], "energy_ha": -3262.24743, "symbols": ["Mn", "C", "C", "C", "C", "C", "N", "C", "C", "C", "C", "C", "C", "C", "C", "N", "C", "N", "C", "N", "C", "N", "C", "N", "C", "N", "C", "C", "C", "C", "C", "C", "C", "C", "C", "C", "C", "C", "C", "C", "N", "H", "H", "H", "H", "H", "H", "H", "H", "H", "H", "H", "H", "H", "H", "H", "H", "C", "N", "C", "C", "C", "C", "C", "C", "C", "C", "H", "H", "H", "H", "H", "H", "H", "H", "H", "H", "H", "H", "C", "H", "H", "H"], "positions_angstrom": [[0.2407, -0.2422, 0.0604], [-4.2505, -1.1556, 4.6020], [-3.2491, -1.6879, 5.4091], [-1.9295, -1.7147, 4.9845], [-1.6425, -1.1955, 3.7330], [-0.3730, -1.0747, 3.0163], [0.7971, -1.6458, 3.3638], [1.7740, -1.5908, 2.5174], [3.0441, -2.2733, 2.7716], [3.4902, -3.0187, 3.8405], [4.7646, -3.5764, 3.7404], [5.5485, -3.3890, 2.6081], [5.0945, -2.6217, 1.5367], [3.8351, -2.0709, 1.6452], [3.0576, -1.1993, 0.7677], [3.5892, -0.6461, -0.2927], [2.9682, 0.0553, -1.2022], [1.6283, 0.1078, -1.4528], [1.4842, 0.8543, -2.6194], [0.4289, 1.1361, -3.3116], [-0.8104, 0.8963, -2.8629], [-1.0974, 0.5780, -1.6289], [-2.5471, 0.3767, -1.5158], [-3.0456, 1.1575, -0.2955], [-1.9628, -0.2101, 1.6927], [-0.5496, -0.3956, 1.9201], [-2.6551, -0.6715, 2.9087], [-3.9677, -0.6407, 3.3419], [-3.1063, 0.7362, -2.8594], [-4.3963, 0.8076, -3.3484], [-4.5683, 1.1985, -4.6748], [-3.4827, 1.5047, -5.4857], [-2.1847, 1.4222, -4.9987], [-2.0173, 1.0369, -3.6819], [2.7933, 1.3346, -3.0724], [3.1465, 2.1535, -4.1222], [4.4950, 2.4933, -4.2311], [5.4339, 2.0055, -3.3301], [5.0663, 1.1642, -2.2804], [3.7276, 0.8511, -2.1683], [1.8197, -0.9604, 1.2736], [-5.2704, -1.1402, 4.9628], [-3.5089, -2.0831, 6.3816], [-1.1377, -2.1153, 5.6035], [2.8722, -3.1638, 4.7161], [5.1515, -4.1659, 4.5606], [6.5279, -3.8445, 2.5579], [5.7023, -2.4680, 0.6550], [-4.7598, -0.2333, 2.7284], [-5.2561, 0.5654, -2.7401], [-5.5699, 1.2617, -5.0789], [-3.6537, 1.8117, -6.5084], [-1.3285, 1.6539, -5.6179], [2.4036, 2.5057, -4.8249], [4.8150, 3.1496, -5.0291], [6.4727, 2.2838, -3.4461], [5.7973, 0.7726, -1.5858], [1.0505, 2.0580, 2.0566], [0.4249, 1.8608, 0.7316], [1.0643, 2.8231, -0.1855], [-1.0306, 2.1246, 0.7781], [-1.9550, 0.8999, 0.6594], [-4.2682, 0.8727, 0.1636], [-4.9232, -0.3141, -0.2072], [-4.0806, -1.3118, -0.5862], [-2.6617, -1.0113, -0.8952], [-1.7135, -0.5869, 0.2649], [1.0132, 3.1130, 2.3432], [2.0936, 1.7475, 2.0142], [0.5469, 1.4751, 2.8204], [0.9318, 3.8478, 0.1743], [0.6336, 2.7530, -1.1813], [2.1324, 2.6190, -0.2446], [-1.2945, 2.7659, -0.0596], [-1.2938, 2.6637, 1.6928], [-4.6440, 1.5201, 0.9518], [-5.9639, -0.4880, 0.0272], [-4.4206, -2.3394, -0.6456], [-2.1945, -1.7912, -1.4895], [0.2151, -2.2232, -0.6023], [-0.1975, -2.2762, -1.6121], [-0.3519, -2.8902, 0.0506], [1.2386, -2.5910, -0.6527]]}



{"formula": "C54H70N6", "method": "ωB97M-V with the def2-TZVPD basis set", "max_force_ev_per_a": 3.07, "multiplicity": 1, "gap_ev": 5.102, "charge": 0, "lumo_ha": -0.036, "energy_ha": -2428.04536, "symbols": ["C", "N", "C", "C", "C", "C", "C", "C", "C", "C", "N", "C", "N", "C", "C", "H", "H", "H", "H", "H", "H", "H", "H", "H", "H", "H", "C", "C", "C", "C", "C", "C", "C", "C", "C", "C", "C", "N", "C", "C", "C", "C", "C", "C", "C", "C", "C", "C", "C", "C", "N", "N", "C", "C", "C", "C", "C", "C", "C", "C", "C", "C", "C", "C", "C", "C", "C", "C", "C", "C", "C", "H", "H", "H", "H", "H", "H", "H", "H", "H", "H", "H", "H", "H", "H", "H", "H", "H", "H", "H", "H", "H", "H", "H", "H", "H", "H", "H", "H", "H", "H", "H", "H", "H", "H", "H", "H", "H", "H", "H", "H", "H", "H", "H", "H", "H", "H", "H", "H", "H", "H", "H", "H", "H", "H", "H", "H", "H", "H", "H"], "positions_angstrom": [[10.1337, -2.0349, 4.5238], [9.3567, -3.0436, 3.8157], [10.0197, -4.3319, 3.7157], [8.1254, -2.8305, 3.2605], [7.4238, -3.8805, 2.5931], [6.2101, -3.6558, 1.9737], [5.5391, -2.4041, 2.0624], [4.0975, -2.3244, 1.8501], [3.3718, -3.1363, 2.7155], [2.3491, -2.5755, 3.5181], [1.5723, -2.0458, 4.2130], [3.8561, -4.3979, 3.1889], [4.2326, -5.4319, 3.5927], [6.3261, -1.3224, 2.5474], [7.5215, -1.5469, 3.2172], [9.6022, -1.5722, 5.3649], [10.9934, -2.5643, 4.9496], [10.4983, -1.2426, 3.8560], [9.5696, -5.0541, 4.4121], [9.9635, -4.7242, 2.6951], [11.0666, -4.1735, 3.9963], [7.8448, -4.8873, 2.5780], [5.7557, -4.4802, 1.4219], [3.6331, -1.5240, 1.2747], [5.9731, -0.3009, 2.4404], [8.0371, -0.7296, 3.7160], [1.1583, 1.1133, 5.1391], [-0.2206, 1.7218, 4.8435], [-1.2385, 1.1864, 5.8537], [-0.5868, 1.4901, 3.3936], [-1.6270, 0.6484, 2.9920], [-1.7322, 0.2524, 1.6636], [-2.6871, -0.8533, 1.2486], [-3.8741, -1.0360, 2.1966], [-1.9779, -2.1718, 0.9521], [-0.9448, 0.9019, 0.6661], [-1.1395, 0.6297, -0.7570], [-2.2589, 1.1486, -1.4145], [-3.5273, 1.5062, -0.8109], [-4.6398, 0.6547, -0.9972], [-4.6587, -0.4662, -2.0520], [-4.9578, 0.0916, -3.4497], [-5.5503, -1.6356, -1.6392], [-5.7587, 0.9077, -0.1945], [-5.7033, 1.8453, 0.8355], [-4.6460, 2.7533, 0.9007], [-3.5677, 2.6510, 0.0148], [-2.5262, 3.7804, -0.0944], [-2.2571, 4.3472, 1.3007], [-2.8809, 4.8840, -1.0991], [-2.2070, 0.8458, -2.7177], [-1.0307, 0.1961, -2.9087], [-0.8506, -0.3161, -4.2390], [-1.2217, -1.6484, -4.5126], [-1.9061, -2.5574, -3.4631], [-1.0445, -3.6900, -2.8993], [-3.1936, -3.1522, -4.0380], [-1.0241, -2.1193, -5.8148], [-0.7194, -1.2374, -6.8443], [-0.5157, 0.1132, -6.5751], [-0.5700, 0.5999, -5.2750], [-0.4922, 2.1374, -5.1056], [0.2583, 2.7685, -3.9335], [-1.9146, 2.6760, -5.1825], [-0.4039, -0.1166, -1.6697], [0.6557, -1.0012, -1.4600], [-0.0140, 1.9103, 1.0611], [0.8129, 2.6480, 0.0099], [2.1555, 1.9332, -0.1655], [1.0191, 4.1512, 0.2432], [0.1635, 2.1536, 2.4184], [1.9346, 1.5732, 4.5174], [1.4464, 1.2510, 6.1880], [1.1512, 0.0315, 4.9282], [-0.1331, 2.8132, 4.9776], [-2.2352, 1.6015, 5.6741], [-1.2915, 0.0911, 5.8033], [-0.9338, 1.4702, 6.8679], [-2.3397, 0.2560, 3.7193], [-3.1233, -0.5074, 0.3014], [-4.3368, -0.0626, 2.4156], [-4.6337, -1.6752, 1.7205], [-3.5634, -1.5112, 3.1401], [-1.0958, -2.0167, 0.3179], [-1.6477, -2.6346, 1.8934], [-2.6572, -2.8688, 0.4391], [-3.6360, -0.8684, -2.0913], [-4.0103, 0.4222, -3.8977], [-5.4064, -0.6667, -4.1059], [-5.6306, 0.9622, -3.3975], [-5.2535, -2.0202, -0.6521], [-6.6049, -1.3327, -1.6005], [-5.4631, -2.4713, -2.3449], [-6.6669, 0.3325, -0.3730], [-6.5250, 1.8977, 1.5587], [-4.6575, 3.5288, 1.6668], [-1.6064, 3.3017, -0.4564], [-1.9241, 3.5359, 1.9601], [-1.4802, 5.1178, 1.3011], [-3.1736, 4.7891, 1.7083], [-3.1396, 4.4580, -2.0757], [-3.7256, 5.4807, -0.7321], [-2.0196, 5.5514, -1.2475], [-2.1770, -1.9055, -2.6174], [-0.1543, -3.2966, -2.3935], [-1.6376, -4.2562, -2.1640], [-0.7411, -4.3834, -3.6989], [-3.8208, -2.3652, -4.4741], [-2.9456, -3.8691, -4.8306], [-3.7771, -3.6758, -3.2686], [-1.1500, -3.1827, -6.0308], [-0.6105, -1.6093, -7.8592], [-0.3224, 0.8042, -7.3968], [0.0405, 2.5003, -5.9971], [1.2814, 2.3909, -3.8533], [0.3168, 3.8505, -4.1163], [-0.2562, 2.6455, -2.9752], [-2.3991, 2.3446, -6.1061], [-2.4875, 2.2764, -4.3380], [-1.9513, 3.7692, -5.1469], [1.0930, -1.4149, -2.3654], [0.9689, -1.1774, -0.4349], [0.2836, 2.5575, -0.9508], [1.9819, 0.9230, -0.5559], [2.8143, 2.4621, -0.8672], [2.6677, 1.8555, 0.8048], [0.0673, 4.6988, 0.2203], [1.5080, 4.3473, 1.2080], [1.6487, 4.5662, -0.5611], [0.9135, 2.8839, 2.7319]]}



{"formula": "CH4NO2Si", "method": "ωB97M-V with the def2-TZVPD basis set", "max_force_ev_per_a": 3.30, "multiplicity": 1, "gap_ev": 7.697, "charge": -1, "lumo_ha": 0.137, "energy_ha": -535.21085, "symbols": ["C", "N", "O", "O", "Si", "H", "H", "H", "H"], "positions_angstrom": [[3.5681, 1.0192, 0.5054], [0.5035, -0.4328, 0.7884], [4.2096, 0.2258, -0.1851], [3.9399, 1.7933, 1.3941], [1.5600, 0.7935, 0.6049], [0.4385, -1.1595, 0.0974], [-1.4035, -0.8276, -0.8638], [-1.0934, -0.0275, -1.0013], [1.0006, 1.8834, 1.5553]]}



{"formula": "C23H32AsN8O2STi", "method": "ωB97M-V with the def2-TZVPD basis set", "max_force_ev_per_a": 0.95, "multiplicity": 2, "gap_ev": [4.207, 6.356], "charge": 0, "lumo_ha": [-0.008, -0.008], "energy_ha": -4967.63445, "symbols": ["Ti", "C", "N", "C", "C", "N", "N", "C", "N", "N", "H", "H", "H", "H", "H", "H", "H", "H", "H", "H", "H", "C", "O", "C", "C", "C", "C", "C", "C", "N", "N", "C", "C", "C", "C", "O", "C", "N", "C", "C", "C", "C", "H", "H", "H", "H", "H", "H", "H", "H", "H", "H", "H", "H", "S", "C", "As", "C", "C", "H", "H", "H", "H", "H", "H", "H", "H", "H"], "positions_angstrom": [[0.9487, -2.1521, 0.8230], [3.0802, -1.4096, 5.9354], [2.1621, -2.2057, 5.1193], [0.8427, -2.3674, 5.7109], [2.1977, -2.0631, 3.7470], [1.1744, -1.9441, 2.9900], [3.4862, -2.1062, 3.2378], [3.8834, -2.0135, 1.9167], [5.2354, -2.1207, 1.7620], [3.0469, -1.8784, 0.9620], [2.9553, -1.7138, 6.9716], [2.8751, -0.3378, 5.8533], [4.1231, -1.5827, 5.6802], [0.9645, -2.6711, 6.7476], [0.2990, -3.1567, 5.1934], [0.2531, -1.4417, 5.6912], [0.3262, -1.8613, 3.5356], [4.1708, -2.4838, 3.8697], [5.8480, -1.8741, 2.5189], [5.6119, -1.9776, 0.8417], [3.4937, -1.8011, 0.0551], [-3.9578, 2.3906, -7.6911], [-3.9935, 2.2941, -6.2820], [-2.9154, 2.7787, -5.6017], [-2.9628, 2.6421, -4.2127], [-1.9173, 3.0888, -3.4356], [-0.8080, 3.6891, -4.0289], [-0.7874, 3.8676, -5.3958], [-1.8258, 3.3958, -6.1988], [0.2528, 4.3041, -3.2483], [0.8191, 3.6934, -2.3222], [0.6714, 2.3057, -2.0587], [0.6172, 1.3111, -3.0479], [0.6405, -0.0278, -2.7119], [0.6994, -0.3913, -1.3678], [0.7262, -1.6928, -0.9471], [0.7715, 0.5629, -0.3682], [0.8520, 0.0821, 0.9219], [0.9535, 0.9983, 1.9211], [0.9548, 2.3521, 1.6944], [0.8481, 2.8558, 0.3881], [0.7724, 1.9497, -0.6868], [-4.8708, 1.9251, -8.0517], [-3.0932, 1.8633, -8.1029], [-3.9303, 3.4338, -8.0175], [-3.8333, 2.1797, -3.7667], [-1.9548, 2.9741, -2.3600], [0.0558, 4.3796, -5.8431], [-1.7718, 3.5379, -7.2679], [0.5943, 1.5911, -4.0907], [0.6245, -0.7990, -3.4705], [1.0318, 0.5988, 2.9257], [1.0330, 3.0264, 2.5378], [0.8391, 3.9183, 0.1942], [0.8276, -4.3066, 0.8460], [-2.8724, -1.8325, -0.1401], [-1.6414, -2.0201, 1.3277], [-2.2146, -0.5490, 2.4695], [-2.3945, -3.5389, 2.2645], [-3.8882, -1.8155, 0.2552], [-2.7456, -2.6732, -0.8196], [-2.6600, -0.9104, -0.6789], [-3.0818, -0.8399, 3.0617], [-2.4730, 0.3040, 1.8418], [-1.4076, -0.2223, 3.1248], [-3.3528, -3.2748, 2.7114], [-1.6918, -3.8879, 3.0196], [-2.5176, -4.3491, 1.5473]]}